{
  "formula": "C19H16N7PdS",
  "method": "ωB97M-V/def2-TZVPD",
  "homo_ev": [-11.0, -11.0],
  "charge": 1,
  "lumo_ev": [-4.395, -4.549],
  "de_lowest_kcal_mol": 0.00,
  "homo_lumo_gap_ev": [6.59, 6.49],
  "species": ["Pd", "C", "C", "C", "C", "N", "C", "N", "C", "N", "C", "N", "C", "C", "C", "C", "C", "N", "C", "C", "C", "C", "C", "C", "H", "H", "H", "H", "H", "H", "H", "H", "H", "H", "H", "H", "N", "C", "N", "S", "H", "H", "H", "H"],
  "xyz": [[-0.04370, -0.13605, -1.80222], [4.00930, -0.44225, -3.16552], [4.80800, -0.44285, -2.02142], [4.22000, -0.55795, -0.78172], [2.81540, -0.62245, -0.67972], [2.06400, -0.58585, -1.80442], [2.64230, -0.52615, -3.00672], [2.29930, -0.65945, 0.57668], [1.06100, -0.77285, 0.93798], [-0.06240, -0.92385, 0.17808], [-1.18240, -0.73425, 0.93638], [-2.41340, -0.58405, 0.57028], [-2.93200, -0.54435, -0.68662], [-4.33710, -0.55795, -0.78872], [-4.92790, -0.50825, -2.03222], [-4.12850, -0.44575, -3.17332], [-2.76020, -0.39115, -3.00862], [-2.18510, -0.42705, -1.80692], [-0.76140, -0.64195, 2.34318], [-1.47050, -0.52865, 3.52048], [-0.74660, -0.40455, 4.70118], [0.64130, -0.40725, 4.69918], [1.35860, -0.54355, 3.51628], [0.64250, -0.65405, 2.34218], [4.43440, -0.38685, -4.15422], [5.88030, -0.36025, -2.11532], [4.80060, -0.60775, 0.12638], [1.96950, -0.55365, -3.86532], [-4.91770, -0.60065, 0.12018], [-6.00280, -0.50855, -2.12822], [-4.55340, -0.42145, -4.16352], [-2.08420, -0.30955, -3.86202], [-2.54720, -0.54175, 3.51418], [-1.27270, -0.31145, 5.63838], [1.17150, -0.30145, 5.63298], [2.43520, -0.56645, 3.50608], [-0.85010, 2.29955, 0.67358], [0.20730, 2.29585, -0.13912], [1.43390, 2.34915, 0.38178], [-0.01010, 2.33595, -1.83252], [-0.75820, 2.26005, 1.67798], [-1.78080, 2.30135, 0.28328], [1.60190, 2.28245, 1.37498], [2.23190, 2.38815, -0.23322]],
  "forces_ev_per_a": [[-0.193, -1.932, 1.426], [-0.258, -0.146, 0.059], [-0.166, -0.047, -0.018], [-0.257, -0.130, -0.290], [0.015, 0.006, -0.516], [-1.095, 0.974, 0.416], [0.325, 0.011, -0.467], [-0.398, -0.037, 1.043], [0.657, -0.089, -0.533], [0.023, 0.300, -1.469], [-0.674, -0.126, -0.513], [0.424, 0.012, 1.079], [-0.070, 0.066, -0.502], [0.268, -0.067, -0.317], [0.183, -0.002, -0.007], [0.237, -0.027, 0.071], [-0.293, 0.041, -0.517], [1.291, 0.645, 0.457], [0.740, 0.008, 0.365], [-0.021, 0.009, -0.192], [-0.059, -0.021, 0.018], [0.049, 0.018, 0.013], [0.008, 0.023, -0.190], [-0.727, -0.039, 0.374], [0.026, 0.018, -0.067], [0.088, -0.024, 0.035], [-0.044, 0.054, 0.052], [0.200, 0.145, 0.194], [0.064, -0.044, 0.036], [-0.096, -0.028, 0.026], [-0.024, 0.019, -0.061], [-0.233, 0.032, 0.199], [-0.188, 0.028, 0.023], [-0.054, 0.013, 0.094], [0.048, -0.031, 0.092], [0.188, 0.010, 0.014], [0.234, -0.054, 0.061], [0.048, 0.377, 0.348], [-0.253, -0.063, 0.126], [-0.032, 0.176, -0.862], [-0.003, 0.028, -0.012], [0.202, -0.063, -0.041], [-0.006, 0.019, -0.038], [-0.172, -0.064, -0.008]],
  "lowdin_charge": [0.7861, -0.0433, -0.0361, 0.0106, -0.3262, 0.0000, -0.1298, 0.1565, -0.3082, 0.0573, -0.3110, 0.1631, -0.3171, 0.0143, -0.0353, -0.0426, -0.1300, -0.0011, -0.1171, 0.0015, -0.0532, -0.0544, -0.0006, -0.1140, 0.1128, 0.1181, 0.1188, 0.1154, 0.1196, 0.1180, 0.1129, 0.1150, 0.1183, 0.1116, 0.1114, 0.1173, 0.1404, -0.9104, 0.1382, 0.6059, 0.1249, 0.1099, 0.1244, 0.1083]
}

{
  "formula": "C16H6Br3ClN2O2",
  "method": "ωB97M-V/def2-TZVPD",
  "homo_ev": -8.1,
  "lumo_ev": -1.837,
  "homo_lumo_gap_ev": 6.23,
  "smiles": "O=C1/C(=C2\\Nc3c(Br)cc(Br)cc3C2=O)Nc2c(Cl)cc(Br)cc21",
  "species": ["O", "C", "C", "C", "N", "C", "C", "Br", "C", "C", "Br", "C", "C", "C", "O", "N", "C", "C", "Cl", "C", "C", "Br", "C", "C", "H", "H", "H", "H", "H", "H"],
  "xyz": [[0.76812, 1.88348, 0.02104], [-0.20229, 1.23077, -0.34844], [-0.81812, 0.00726, 0.23845], [-0.45463, -0.51798, 1.45723], [0.50924, 0.09039, 2.22205], [0.68289, -0.64174, 3.35803], [1.56880, -0.43900, 4.37867], [2.77991, 0.98844, 4.16746], [1.61015, -1.29826, 5.47773], [0.83763, -2.47841, 5.49808], [0.82256, -3.60171, 7.05697], [-0.06492, -2.69779, 4.42248], [-0.14680, -1.76622, 3.38446], [-0.95843, -1.70427, 2.17228], [-1.74639, -2.53770, 1.77553], [-1.79927, -0.42445, -0.65355], [-1.76303, 0.36545, -1.81638], [-2.48772, 0.26160, -2.99000], [-3.54764, -1.08544, -3.26281], [-2.28448, 1.20998, -4.01491], [-1.37987, 2.25502, -3.86286], [-1.06188, 3.62803, -5.17456], [-0.63559, 2.31372, -2.65312], [-0.83390, 1.37445, -1.63668], [1.00750, 0.93801, 1.99403], [2.27652, -0.97020, 6.29034], [-0.69895, -3.57787, 4.43198], [-2.34689, -1.30720, -0.62169], [-2.80317, 1.14906, -4.95867], [0.07730, 3.11644, -2.54776]],
  "forces_ev_per_a": [[-0.732, -0.469, 0.769], [1.546, 0.050, -0.335], [-0.364, -0.629, 1.147], [-0.617, 1.665, -2.152], [0.106, -0.041, 0.232], [-0.002, -0.590, 0.217], [0.450, -0.086, 0.628], [0.113, 0.188, 0.308], [0.315, 0.060, 0.114], [-0.742, 0.984, -0.776], [0.082, 0.397, -0.741], [0.461, 0.002, 0.776], [0.349, -0.099, 1.119], [0.177, -1.431, -0.159], [-0.388, 0.400, -0.327], [-0.685, -0.946, -0.692], [-0.289, -0.743, 1.057], [0.188, 0.383, -0.903], [0.029, 0.155, 0.167], [0.058, 0.000, 0.092], [0.885, -0.177, 1.817], [-0.314, -0.793, 0.450], [-0.349, 0.260, -0.727], [-0.597, 1.262, -2.077], [-0.075, -0.015, -0.236], [-0.373, -0.668, -0.299], [0.013, 0.112, -0.083], [0.900, 1.062, 0.329], [-0.293, -0.305, 0.040], [0.148, 0.008, 0.244]],
  "lowdin_charge": [0.1003, -0.2687, -0.0541, -0.0649, 0.1259, -0.2732, -0.6110, 0.8102, -0.1385, -0.6456, 0.7095, -0.0180, -0.0795, -0.2824, 0.1162, 0.1325, -0.2196, -0.5763, 0.6977, -0.1179, -0.6443, 0.7168, -0.0223, -0.1015, 0.1091, 0.1096, 0.1181, 0.1590, 0.1041, 0.1090]
}